# C25H45ClP2Yb

C25H45ClP2Yb as an isolated structure at a distorted geometry (ωB97M-V/def2-TZVPD, the OMol25 dataset).

XYZ file:
```
74
Properties=species:S:1:pos:R:3:mulliken_charge:R:1
Yb -1.30337 0.51324 0.54426 -0.13
C -3.27871 1.17460 -1.17432 0.43
C -3.19929 -0.24253 -1.06891 0.68
C -4.08240 0.56427 0.89114 0.77
C -3.86561 1.65711 0.02193 0.73
C -3.65401 -0.61667 0.23446 0.37
C -2.93687 2.01881 -2.34434 -1.94
H -2.43566 1.44042 -3.12369 0.35
H -2.28282 2.86022 -2.06612 0.35
H -3.84485 2.45542 -2.78957 0.44
C -4.27707 3.06148 0.26221 -1.35
H -4.25778 3.63912 -0.66874 0.40
H -3.62116 3.57926 0.96843 0.18
H -5.29655 3.10738 0.67057 0.35
C -4.70428 0.62795 2.23754 -1.80
H -5.59676 1.26567 2.23530 0.33
H -4.03016 1.03263 3.00431 0.25
H -5.00500 -0.36565 2.57650 0.44
C -3.76251 -1.99013 0.77213 -1.43
H -4.78105 -2.39846 0.64339 0.34
H -3.53862 -2.02020 1.85030 0.32
H -3.06846 -2.67400 0.26751 0.30
C -2.76524 -1.17876 -2.12390 -1.46
H -3.64332 -1.61716 -2.62181 0.36
H -2.17699 -2.01920 -1.72520 0.27
H -2.18076 -0.67557 -2.90456 0.36
C 4.16225 0.79252 -0.78434 -0.19
C 3.57385 0.71043 -1.99965 -0.10
C 3.74213 -0.40234 -2.98788 -0.98
C 3.63059 -1.82930 -2.39056 -1.18
C 2.66412 -1.94642 -1.24146 -0.19
C 3.08121 -1.96913 0.04225 -0.44
C 4.34371 -1.39267 0.61123 -0.63
C 5.04268 -0.28594 -0.19818 -1.15
H 4.71764 -0.29626 -3.49986 0.39
H 4.62861 -2.23299 -2.14631 0.30
H 2.96743 -0.29993 -3.76755 0.36
H 5.71220 -0.71846 -0.96304 0.32
H 4.18290 1.74054 -0.22118 0.50
H 3.13099 1.58958 -2.46666 0.61
H 5.70915 0.21957 0.51985 0.47
H 4.13294 -1.00615 1.62659 0.20
H 2.66288 -2.67434 0.75934 0.86
H 5.05046 -2.23301 0.76024 0.50
H 3.25078 -2.48113 -3.18959 0.37
H 1.64088 -2.24790 -1.52356 0.47
P 0.83229 1.75272 -0.26426 0.61
P -0.12095 -1.61561 1.70324 1.59
C 1.78866 0.67887 0.93555 1.46
C 1.26883 -0.37411 1.99397 -2.02
H 2.50019 1.33053 1.47025 0.66
H 2.41722 0.10575 0.25002 -1.72
H 2.13182 -1.01603 2.24342 0.41
H 0.99273 0.17662 2.91327 0.62
C -0.54697 -1.99390 3.44078 -1.46
H -1.55720 -2.43199 3.45537 0.38
H -0.53823 -1.09108 4.06769 0.40
H 0.19046 -2.72987 3.79356 0.48
C 0.46050 -3.25778 1.18566 -1.51
H 1.05918 -3.66608 2.00306 0.48
H 1.03148 -3.20001 0.26015 0.28
H -0.40563 -3.89264 0.97409 0.47
C 1.79810 3.14318 -0.84623 -1.12
H 1.30035 3.61799 -1.70716 0.36
H 2.81004 2.83989 -1.12439 0.39
H 1.84735 3.89767 -0.04007 0.36
C 0.59820 0.46090 -1.55611 0.32
H -0.20241 -0.30596 -1.42387 -0.20
H 1.53340 -0.11478 -1.59679 -1.14
H 0.46961 0.89418 -2.55962 0.79
Cl -0.54655 2.08322 3.21025 -0.18
C -1.65030 2.48596 1.94727 -1.19
H -2.62494 2.65809 2.41725 0.57
H -1.27531 3.32833 1.34515 0.48
```

As for the charge: +1. Its energy above the lowest of the compared OMol25 structures with the same formula, charge and spin is 243.32 kJ/mol. The LUMO energy (alpha / beta) is -0.094 / -0.097 hartree. Its multiplicity is 2. As for the HOMO energy (alpha / beta): -9.8 / -9.9 eV. Its calculated total energy is -89275.8200 eV. The frontier orbital gap (alpha / beta) comes out at 7.3 / 7.3 eV.

=====

# C25H45CrNP2S

C25H45CrNP2S as an isolated structure at a distorted geometry (ωB97M-V/def2-TZVPD, the OMol25 dataset).

XYZ file:
```
75
Properties=species:S:1:pos:R:3:mulliken_charge:R:1
Cr 1.20776 -0.22815 0.31966 -0.81
C 0.79761 1.61675 2.17170 0.84
C 1.98036 1.47916 1.31980 1.13
C 0.46569 2.93251 0.31289 0.47
C -0.07262 2.54783 1.56840 0.72
C 1.69602 2.26100 0.10454 1.22
C 0.73316 1.14981 3.57419 -1.94
H 1.43283 0.32212 3.74548 0.33
H -0.26690 0.77337 3.82199 0.43
H 0.97675 1.94102 4.29945 0.34
C -1.24014 3.19468 2.20787 -1.85
H -1.54880 2.64927 3.10407 0.41
H -2.08330 3.22343 1.51179 0.33
H -1.02834 4.22903 2.51996 0.34
C -0.07516 4.02804 -0.51815 -1.99
H 0.28427 5.01271 -0.18428 0.32
H -1.16991 4.07129 -0.44352 0.40
H 0.21627 3.91935 -1.57029 0.43
C 2.71487 2.60891 -0.90819 -1.37
H 3.66307 2.89977 -0.43382 0.27
H 2.39435 3.46637 -1.51759 0.50
H 2.92711 1.75925 -1.57155 0.11
C 3.34536 1.15578 1.81707 -1.52
H 3.74534 1.96885 2.43973 0.33
H 4.04674 1.00644 0.98964 0.47
H 3.33606 0.24222 2.42420 0.32
C 0.27894 -2.05495 0.28463 0.32
C 1.09478 -1.89757 1.44981 -0.08
C 2.43450 -2.58458 1.61080 -1.28
C 3.47101 -2.17559 0.54492 -1.22
C 3.09872 -0.93996 -0.24679 0.14
C 2.21451 -0.95392 -1.36049 0.21
C 1.70407 -2.28262 -1.87307 -1.13
C 0.57756 -2.84494 -0.98042 -0.95
H 2.31975 -3.68127 1.61988 0.50
H 3.68366 -3.03640 -0.10740 0.34
H 2.82175 -2.36478 2.62066 0.36
H 0.74748 -3.91976 -0.77907 0.41
H -0.80457 -1.98744 0.46358 0.36
H 0.53486 -1.68768 2.38561 0.57
H -0.35238 -2.79340 -1.57368 0.33
H 1.33662 -2.14986 -2.90660 0.17
H 2.42026 -0.19989 -2.14773 0.29
H 2.52954 -3.01875 -1.91577 0.33
H 4.41640 -1.94958 1.06848 0.46
H 3.94505 -0.25154 -0.37256 0.95
P -3.05150 -1.74653 2.45952 0.68
C -4.10525 -0.47335 3.28417 -1.13
H -4.99365 -0.89300 3.77493 0.37
H -4.40722 0.29341 2.56258 0.30
H -3.48533 0.01736 4.04545 0.32
C -4.19516 -2.23751 1.09379 -1.15
H -5.06571 -2.80236 1.45755 0.41
H -3.60924 -2.86876 0.41362 0.29
H -4.52110 -1.35875 0.52363 0.26
C -3.46133 -3.17638 3.56590 -1.42
H -2.87269 -4.03711 3.23013 0.35
H -4.52962 -3.44150 3.53729 0.40
H -3.16809 -2.95693 4.59884 0.39
P -0.40366 0.43741 -4.01716 0.98
C 0.61698 1.14838 -5.36674 -1.34
H 0.56018 0.52080 -6.26356 0.39
H 1.65484 1.17033 -5.00221 0.30
H 0.30330 2.17513 -5.58624 0.40
C -1.01683 -1.09690 -4.81592 -1.57
H -0.17328 -1.78144 -4.97911 0.38
H -1.51115 -0.85409 -5.76452 0.46
H -1.72584 -1.58211 -4.13168 0.33
C -1.91386 1.47164 -4.07337 -1.24
H -2.38688 1.42392 -5.06074 0.42
H -1.63193 2.50109 -3.82932 0.30
H -2.60759 1.11860 -3.29961 0.24
S -3.15454 0.87633 -0.21616 -0.37
C -1.62723 0.48806 -0.43167 0.60
N -0.46758 0.20793 -0.59924 -0.68
```

As for the charge: +1. The LUMO energy (alpha / beta) is -0.151 / -0.208 hartree. Its multiplicity is 4. As for the HOMO energy (alpha / beta): -10.3 / -10.3 eV. Its calculated total energy is -85969.1881 eV. The frontier orbital gap (alpha / beta) comes out at 6.2 / 4.7 eV.

=====

# C25H45F3O3P2SSc

C25H45F3O3P2SSc as an isolated structure at a distorted geometry (ωB97M-V/def2-TZVPD, the OMol25 dataset).

XYZ file:
```
80
Properties=species:S:1:pos:R:3:mulliken_charge:R:1
Sc 0.19377 0.25901 -1.12895 -1.22
C 2.37601 -1.25882 -0.47432 1.05
C 2.63533 -0.07228 -1.24806 0.53
C 2.54558 0.50437 0.99380 0.64
C 2.39458 -0.89523 0.90185 0.97
C 2.63116 1.04354 -0.33851 0.73
C 2.40479 -2.65027 -0.98669 -1.79
H 2.14898 -2.68612 -2.05758 0.27
H 1.68397 -3.28402 -0.43832 0.38
H 3.40655 -3.10837 -0.87199 0.31
C 2.53971 -1.82389 2.03774 -1.90
H 2.42871 -2.85595 1.69518 0.46
H 1.80014 -1.62857 2.82453 0.28
H 3.53769 -1.72733 2.49103 0.35
C 2.82326 1.19617 2.26717 -1.89
H 3.86068 0.98735 2.59041 0.35
H 2.15588 0.83505 3.06510 0.33
H 2.71080 2.28353 2.17609 0.45
C 2.83824 2.47270 -0.68519 -1.54
H 3.48111 2.58149 -1.57233 0.34
H 3.30814 2.99332 0.15678 0.52
H 1.88857 2.99612 -0.90145 -0.05
C 3.08409 -0.08784 -2.66372 -1.38
H 4.10581 -0.49540 -2.77047 0.35
H 3.10629 0.92409 -3.08640 0.39
H 2.42926 -0.72431 -3.27947 0.21
C -1.81464 -0.31043 -1.77804 0.89
C -0.90742 -1.09520 -2.48199 0.61
C -0.49561 -0.84857 -3.91600 -1.41
C -0.00086 0.58700 -4.24705 -1.14
C 0.50427 1.41550 -3.07886 0.33
C -0.33680 2.08929 -2.21367 0.19
C -1.82248 2.16266 -2.53372 -0.55
C -2.60463 0.82623 -2.36172 -1.45
H -1.30811 -1.09049 -4.63102 0.52
H -0.82712 1.09399 -4.79612 0.32
H 0.31870 -1.56141 -4.13930 0.46
H -3.05021 0.54244 -3.33316 0.38
H -2.27878 -0.76401 -0.90109 0.55
H -0.75780 -2.12636 -2.13777 0.07
H -3.45019 1.00881 -1.67683 0.50
H -2.26170 2.93329 -1.86485 -0.61
H 0.03419 2.94954 -1.62558 0.07
H -1.96757 2.49690 -3.58119 0.57
H 0.84567 0.48734 -4.94754 0.51
H 1.49083 1.84846 -3.25888 0.98
P -1.91567 -4.28145 -0.90341 0.61
C -1.49337 -4.83717 0.79840 -1.10
H -2.35368 -5.32268 1.27961 0.42
H -1.19328 -3.94523 1.36692 0.14
H -0.63701 -5.51992 0.76252 0.36
C -3.50606 -3.43897 -0.52242 -0.91
H -4.29629 -4.17266 -0.32136 0.49
H -3.78421 -2.83100 -1.39002 0.28
H -3.39123 -2.76773 0.33741 0.00
C -2.53414 -5.83784 -1.69364 -1.24
H -2.90722 -5.57920 -2.69400 0.36
H -3.32784 -6.33003 -1.11273 0.37
H -1.68101 -6.51469 -1.82313 0.37
P -1.38369 4.67227 0.63007 0.78
C -1.09897 6.48562 0.57291 -1.33
H -2.06684 7.00495 0.67334 0.38
H -0.67251 6.70404 -0.41531 0.32
H -0.40238 6.82255 1.34420 0.40
C -3.20513 4.66926 0.43436 -1.32
H -3.47009 4.42109 -0.59914 0.33
H -3.54766 5.67829 0.69716 0.47
H -3.65994 3.92658 1.09620 0.27
C -1.37326 4.34614 2.43759 -1.13
H -1.44647 5.26229 3.02984 0.39
H -0.43028 3.83333 2.66038 0.25
H -2.18480 3.65410 2.70440 0.25
F -3.03669 0.90299 3.04749 -0.21
C -2.79581 0.28590 1.86970 0.47
F -3.39806 -0.93077 1.89978 -0.23
F -3.39055 1.02628 0.89026 -0.16
S -0.95333 0.08729 1.57718 0.78
O -0.35655 0.26795 2.86970 -0.56
O -0.71594 -1.18624 0.84707 -0.24
O -0.62879 1.20119 0.59669 -0.02
```

As for the charge: +1. Its energy above the lowest of the compared OMol25 structures with the same formula, charge and spin is 428.20 kJ/mol. The LUMO energy (alpha / beta) is -0.189 / -0.189 hartree. As for the HOMO energy (alpha / beta): -10.4 / -10.4 eV. Its calculated total energy is -91055.6352 eV. The frontier orbital gap (alpha / beta) comes out at 5.2 / 5.2 eV.